Entry 1:
A structure of composition C36H43CoFN4O3P2S, computed with ωB97M-V/def2-TZVPD.

Summary:
2S+1: 2
Expectation value of S²: 0.76
Highest occupied orbital energy (alpha / beta): -7.60 / -7.57 eV
HOMO-LUMO gap (alpha / beta): 7.8 / 7.9 eV
Energy relative to the best compared isomer or geometry (same formula, charge and spin): 14.7 kcal per mole
Charge: 0

Last column: Löwdin spin population.
Atoms and positions in Å:
1 Co 0.27664 1.13230 -0.30340  0.98
2 C 5.45937 1.39804 -1.09735  0.00
3 P 3.81198 0.54372 -1.16714  0.00
4 C 4.19521 -0.64804 -2.52506  0.00
5 C 3.99412 -0.50763 0.32693  0.00
6 C 4.91211 -1.55417 0.36944  0.00
7 C 5.06563 -2.33078 1.50694  0.00
8 C 4.31372 -2.05037 2.63470  0.00
9 C 3.39821 -1.01051 2.61172  0.00
10 C 3.20561 -0.24040 1.46451  0.00
11 P 1.85492 1.00809 1.41095  -0.01
12 C 0.91077 0.73453 2.94869  0.00
13 C 2.75421 2.53460 1.86943  0.00
14 H 6.26734 0.68434 -0.92809  0.00
15 H 5.47213 2.13808 -0.29621  0.00
16 H 5.62579 1.91556 -2.04439  0.00
17 H 5.25730 -0.88925 -2.58400  0.00
18 H 3.89218 -0.19139 -3.46823  0.00
19 H 3.61740 -1.56283 -2.38845  0.00
20 H 5.51801 -1.76998 -0.50247  0.00
21 H 5.77149 -3.15234 1.51386  0.00
22 H 4.42301 -2.65456 3.52620  0.00
23 H 2.80507 -0.82579 3.49764  0.00
24 H 1.53414 0.77559 3.84077  0.00
25 H 0.37213 -0.21287 2.90142  0.00
26 H 0.17103 1.53593 2.97611  0.00
27 H 3.29666 2.36618 2.79946  0.00
28 H 2.02614 3.33706 1.99707  0.00
29 H 3.45920 2.81813 1.08791  0.00
30 C -6.99528 2.93652 1.14282  0.00
31 C -5.82775 2.29614 0.43911  0.00
32 C -4.55544 2.85912 0.51724  0.00
33 C -3.45851 2.23702 -0.05642  0.00
34 C -3.64963 1.04222 -0.73610  0.00
35 C -4.90837 0.46755 -0.84633  0.00
36 C -5.99271 1.10275 -0.26114  0.00
37 S -2.24424 0.07578 -1.20773  0.00
38 O -2.69692 -0.92281 -2.14391  0.00
39 O -1.68520 -0.40670 0.05415  0.02
40 N -1.08602 1.01312 -1.75969  0.00
41 C -1.20652 1.98125 -2.73071  0.00
42 C -2.25076 2.14729 -3.61472  0.00
43 C -2.20690 3.17286 -4.57972  0.00
44 C -1.14794 4.03118 -4.67000  0.00
45 C -0.06937 3.90732 -3.76312  0.00
46 C 1.05433 4.76265 -3.75573  0.00
47 C 2.02270 4.59661 -2.80718  0.00
48 C 1.88102 3.56752 -1.85839  0.00
49 N 0.87152 2.73497 -1.84974  0.03
50 C -0.10075 2.88867 -2.78700  0.00
51 H -6.86774 4.01586 1.22385  0.00
52 H -7.08364 2.53609 2.15590  0.00
53 H -7.93180 2.73037 0.62437  0.00
54 H -4.41619 3.78901 1.05712  0.00
55 H -2.45858 2.65073 0.04781  0.00
56 H -5.01942 -0.46387 -1.38657  0.00
57 H -6.97938 0.65954 -0.33567  0.00
58 H -3.09421 1.47044 -3.56888  0.00
59 H -3.03480 3.27482 -5.27051  0.00
60 H -1.12336 4.81201 -5.42002  0.00
61 H 1.12711 5.54649 -4.50085  0.00
62 H 2.89106 5.24113 -2.77330  0.00
63 H 2.62528 3.43123 -1.08059  0.00
64 C -2.24873 -2.24337 2.95790  0.00
65 C -2.04319 -3.11287 1.72163  0.00
66 N -1.00407 -4.12371 1.90015  0.00
67 C -1.20616 -5.14271 2.92914  0.00
68 C -0.32450 -4.93633 4.15510  0.00
69 C 0.03612 -4.29834 1.05210  0.00
70 O 0.84354 -5.21112 1.17077  0.00
71 C 0.19756 -3.31283 -0.07120  0.00
72 C -0.18337 -3.66072 -1.35977  0.00
73 C 0.05990 -2.76851 -2.38477  0.00
74 C 0.65814 -1.55782 -2.08320  0.00
75 N 1.02510 -1.20062 -0.84989  0.00
76 C 0.80177 -2.08721 0.12446  0.00
77 H -2.86031 -1.37945 2.69361  0.00
78 H -1.29072 -1.87905 3.33421  0.00
79 H -2.74813 -2.78562 3.76253  0.00
80 H -1.78422 -2.47865 0.87754  0.00
81 H -2.98279 -3.61800 1.47116  0.00
82 H -0.97960 -6.11373 2.48894  0.00
83 H -2.26127 -5.12406 3.20419  0.00
84 H 0.72431 -4.99883 3.86650  0.00
85 H -0.52612 -5.71262 4.89587  0.00
86 H -0.50864 -3.96382 4.61428  0.00
87 H -0.66815 -4.61179 -1.54679  0.00
88 H -0.23793 -2.98974 -3.40021  0.00
89 H 0.85057 -0.83230 -2.86607  0.00
90 H 1.12464 -1.81203 1.12116  0.00
91 F -0.50686 2.44978 0.74332  -0.01

***

Entry 2:
An isolated molecule of C4H10N2OS at a distorted geometry, computed with ωB97M-V/def2-TZVPD.

Summary:
2S+1: 1
Highest occupied orbital energy: -9.35 eV
HOMO-LUMO gap: 10.0 eV
Energy relative to the best compared isomer or geometry (same formula, charge and spin): 16.3 kcal per mole
Charge: 0

Last column: Löwdin charge in e.
Atoms and positions in Å:
1 C 2.85270 -0.64434 0.66270  -0.40
2 C 0.00638 1.47495 -0.04420  -0.54
3 C -0.87870 0.36664 0.48830  -0.15
4 C -1.81905 -0.15527 -0.60200  -0.30
5 H 3.32768 -1.64431 0.58627  0.04
6 H 2.21770 -0.61820 1.56228  0.04
7 H 3.63929 0.10282 0.74908  0.03
8 H 1.71724 1.88969 -1.01094  0.09
9 H -1.48023 0.76752 1.29364  0.12
10 H -0.32320 -0.47467 0.87635  0.08
11 H -2.45529 0.69097 -0.96667  0.13
12 H -1.22415 -0.52792 -1.48361  0.11
13 H -2.19562 -1.98911 0.14604  0.06
14 H -3.43208 -1.39792 -0.71355  0.07
15 N 1.22882 1.11321 -0.60331  -0.29
16 N -2.71196 -1.15127 -0.04102  -0.01
17 O -0.33222 2.63420 -0.05711  0.07
18 S 1.86268 -0.43698 -0.84227  0.84

***

Entry 3:
A structure of composition C22H41AuClNOP3 at a distorted geometry, computed with ωB97M-V/def2-TZVPD.

Summary:
2S+1: 3
Expectation value of S²: 2.04
Highest occupied orbital energy (alpha / beta): -16.14 / -16.13 eV
HOMO-LUMO gap (alpha / beta): 7.4 / 3.7 eV
Energy relative to the best compared isomer or geometry (same formula, charge and spin): 137.1 kcal per mole
Charge: +3

Last column: Löwdin spin population.
Atoms and positions in Å:
1 Au -0.86818 -0.16457 -0.53801  0.00
2 P 0.80431 1.49878 -1.27678  0.00
3 P -2.49849 1.62784 0.18291  0.00
4 P 0.91888 -1.98418 -0.26942  0.00
5 H -2.25187 -0.14941 -2.34425  0.00
6 C -1.88469 -1.09221 -1.84470  0.00
7 C -2.13535 -1.41096 -0.29714  0.00
8 H -1.85559 -2.43088 -0.07001  0.00
9 C 0.59637 1.64537 -3.08547  0.00
10 C 0.66745 3.20857 -0.68097  0.00
11 C 2.57845 1.15976 -1.09347  0.00
12 C -4.05601 0.95966 0.86518  0.00
13 C -2.06268 2.87566 1.43739  0.00
14 C -3.05050 2.56363 -1.28633  0.00
15 C 0.26759 -3.52355 0.46565  0.00
16 C 2.43703 -1.70949 0.68951  0.00
17 C 1.45278 -2.50923 -1.93683  0.00
18 H -2.74463 -1.73335 -2.17312  0.00
19 H -3.13243 -1.12030 -0.00068  0.00
20 H 1.25560 2.43533 -3.47113  0.00
21 H -0.44478 1.89286 -3.32904  0.00
22 H 0.85848 0.69309 -3.56547  0.00
23 H 1.47849 3.80284 -1.12592  0.00
24 H 0.77892 3.23086 0.40942  0.00
25 H -0.29325 3.65678 -0.95984  0.00
26 H 3.14459 2.01471 -1.49043  0.00
27 H 2.86897 0.25746 -1.64471  0.00
28 H 2.83193 1.03756 -0.03422  0.00
29 H -4.69432 1.79537 1.19212  0.00
30 H -3.84026 0.31749 1.72975  0.00
31 H -4.59241 0.37693 0.10534  0.00
32 H -2.96740 3.45833 1.67513  0.00
33 H -1.27685 3.54549 1.06649  0.00
34 H -1.70720 2.37116 2.34625  0.00
35 H -3.69192 3.39838 -0.96552  0.00
36 H -3.62747 1.89582 -1.94191  0.00
37 H -2.18972 2.95702 -1.84617  0.00
38 H 1.11326 -4.17562 0.72796  0.00
39 H -0.38972 -4.06001 -0.23068  0.00
40 H -0.28869 -3.28920 1.38168  0.00
41 H 2.84275 -2.68847 0.98195  0.00
42 H 2.20160 -1.13457 1.59355  0.00
43 H 3.18165 -1.16390 0.09823  0.00
44 H 2.32037 -3.17811 -1.84682  0.00
45 H 1.73417 -1.63759 -2.54441  0.00
46 H 0.63901 -3.04762 -2.44134  0.00
47 C -3.16932 -4.99541 -1.37101  0.22
48 C -2.47469 -4.87671 -2.60721  0.71
49 C -1.53238 -5.74380 -3.00265  0.07
50 C -1.29495 -6.82671 -2.10428  0.29
51 C -2.00335 -6.96110 -0.90561  0.07
52 C -2.98767 -6.02245 -0.48971  0.08
53 O -3.99126 -3.92075 -1.61605  0.46
54 H -3.45705 -3.99962 -2.49008  0.07
55 H -1.07151 -1.60976 -2.40684  0.00
56 H -1.01799 -5.59072 -3.93652  0.00
57 H -0.53994 -7.57608 -2.37924  0.01
58 H -1.79458 -7.83443 -0.27550  0.00
59 H -3.55687 -6.12740 0.42916  0.00
60 Cl -2.23716 -1.21914 5.35954  0.00
61 C -1.07710 -0.45024 4.36123  0.00
62 C -0.08274 0.36363 4.91068  0.00
63 C 0.81203 0.98174 4.03832  0.00
64 C 0.67192 0.76129 2.66317  0.00
65 N -0.28318 -0.01081 2.14393  0.00
66 C -1.14189 -0.62931 2.96908  0.00
67 H -0.03355 0.49572 5.98706  0.00
68 H 1.61463 1.62716 4.38524  0.00
69 H 1.36262 1.23643 1.95645  0.00
70 H -1.90455 -1.26974 2.53329  0.00

***

Entry 4:
A cluster of 2 separate species, C4H14N2O in total at a distorted geometry, computed with ωB97M-V/def2-TZVPD.

Summary:
2S+1: 1
Highest occupied orbital energy: -9.33 eV
HOMO-LUMO gap: 10.1 eV
Energy relative to the best compared isomer or geometry (same formula, charge and spin): 55.7 kcal per mole
Charge: 0

Last column: Löwdin charge in e.
Atoms and positions in Å:
1 C 1.29320 -0.45574 2.10701  -0.14
2 N 0.41454 -0.41198 0.94300  -0.13
3 C 0.43049 1.04490 0.39788  -0.23
4 C 0.20452 1.06060 -1.06624  -0.19
5 C -1.13418 0.27727 -1.49633  -0.24
6 N -2.35481 0.92785 -1.02016  0.02
7 H 2.33015 -0.17693 1.93324  0.08
8 H 0.89312 0.04779 2.92883  0.05
9 H 1.28517 -1.57648 2.42046  0.11
10 H -0.54444 -0.65629 1.22850  0.11
11 H 1.43190 1.49185 0.58729  0.12
12 H -0.15249 1.75911 0.91941  0.09
13 H 1.05395 0.53724 -1.51532  0.11
14 H 0.25235 2.02109 -1.46192  0.08
15 H -1.13452 -0.68694 -0.95594  0.07
16 H -1.05059 0.02767 -2.56013  0.10
17 H -2.53098 0.55017 -0.13119  0.04
18 H -2.21013 1.86908 -0.86122  0.03
19 H 0.19922 -1.95598 -0.31299  0.07
20 H 1.08835 -2.94861 -1.03372  -0.07
21 O 0.23520 -2.74567 -1.05046  -0.08

***

The highest 2S+1 belongs to which entry? C22H41AuClNOP3